[1]
C4H9NO | ωB97M-V/def2-TZVPD

Positions of all 15 atoms, in Å:
C: -0.905 1.397 -0.226
C: -0.714 0.235 0.689
O: -1.480 -0.977 0.157
C: -0.218 -1.496 -0.409
C: 0.650 -0.544 0.469
N: 1.829 0.230 0.068
H: -1.960 1.625 -0.459
H: -0.514 2.319 0.197
H: -0.465 1.081 -1.216
H: -0.974 0.298 1.746
H: -0.195 -1.186 -1.471
H: -0.056 -2.546 -0.230
H: 0.694 -0.913 1.450
H: 2.707 -0.236 0.136
H: 1.602 0.712 -0.902

Calculated values
* LUMO energy: 1.03 eV
* relative energy (zero: lowest compared OMol25 entry of this formula, charge and spin): 259.7 kJ/mol
* net charge: 0
* HOMO: -9.27 eV

[2]
C5H7LiO5Zn | ωB97M-V/def2-TZVPD

Positions of all 19 atoms, in Å:
O: 2.181 -0.922 -1.117
C: 1.516 -1.042 -2.125
C: 0.030 -0.850 -2.128
O: -0.415 -0.986 -0.785
Li: 1.217 -0.756 0.574
H: 1.987 -1.091 -3.124
H: -0.448 -1.632 -2.737
H: -0.201 0.100 -2.633
H: 2.074 1.325 2.428
C: 1.012 1.313 2.145
C: 0.421 2.455 1.721
Zn: -1.128 -0.691 2.683
O: 0.481 0.099 2.051
H: 1.014 3.369 1.665
H: -0.664 2.594 1.730
O: -2.312 0.139 -1.110
C: -1.708 -0.742 -0.542
O: -2.046 -1.349 0.602
H: -3.010 -1.333 0.705

Calculated values
* LUMO energy (spin up / spin down): -3.67 / -5.10 eV
* ⟨S²⟩: 0.752
* relative energy (zero: lowest compared OMol25 entry of this formula, charge and spin): 54.1 kJ/mol
* net charge: +1
* spin multiplicity: 2
* HOMO (spin up / spin down): -11.66 / -12.18 eV

[3]
C6H70NO33S | ωB97M-V/def2-TZVPD

Positions of all 111 atoms, in Å:
C: -2.753 -3.166 -0.577
O: -1.763 -2.741 -1.471
C: -0.707 -2.150 -0.902
C: -0.157 -1.194 -1.940
N: 0.698 -0.215 -1.312
H: 1.405 -0.630 -0.631
H: 1.484 0.240 -1.821
C: 0.061 1.067 -0.899
C: 0.887 1.978 -0.008
O: 0.096 2.825 0.802
C: 0.822 3.991 1.244
H: -3.547 -3.772 -1.081
H: -3.130 -2.405 -0.060
H: -2.280 -4.123 0.079
H: -0.067 -2.846 -0.694
H: -1.090 -1.606 0.100
H: -0.834 -0.819 -2.720
H: 0.564 -1.751 -2.627
H: -0.788 0.973 -0.123
H: -0.277 1.688 -1.677
H: 1.367 2.582 -0.630
H: 1.749 1.504 0.516
H: 0.913 4.769 0.398
H: 1.885 3.777 1.585
H: 0.393 4.396 2.033
S: 2.988 -1.581 0.156
O: 3.483 -2.554 -0.774
O: 3.589 -0.307 -0.111
O: 1.560 -1.599 0.108
O: 3.410 -1.983 1.490
O: -1.633 -3.689 3.149
H: -1.331 -4.165 3.800
H: -0.960 -3.671 2.367
O: -1.590 0.285 2.793
H: -1.636 -0.246 3.514
H: -0.689 -0.078 2.521
O: 1.529 -0.330 -3.781
H: 1.374 -1.203 -4.031
H: 2.229 0.066 -3.337
O: 1.825 3.386 -3.311
H: 2.261 2.460 -3.010
H: 2.641 3.899 -3.382
O: 0.649 5.924 -2.477
H: 0.843 4.955 -2.584
H: 1.218 5.929 -1.626
O: -6.324 -3.145 -1.036
H: -6.337 -3.497 -0.207
H: -7.239 -3.231 -1.405
O: -0.103 -6.612 0.873
H: -0.650 -6.369 0.106
H: 0.193 -5.883 1.257
O: 0.516 -3.977 2.106
H: 1.419 -4.033 2.395
H: 0.433 -3.009 2.117
O: -2.293 -6.454 -0.882
H: -3.046 -6.631 -0.225
H: -2.583 -6.720 -1.706
O: 0.116 6.477 3.911
H: 1.163 6.815 3.962
H: -0.149 6.719 3.021
O: -2.480 3.663 1.144
H: -1.461 3.369 1.197
H: -3.202 3.125 1.519
O: -3.888 -0.422 1.116
H: -3.011 -0.492 1.535
H: -4.450 -0.721 1.874
O: -4.845 -0.862 -0.912
H: -5.246 -1.808 -1.044
H: -4.825 -0.527 -0.025
O: -1.342 -4.190 -3.729
H: -1.671 -4.123 -2.776
H: -1.745 -3.462 -4.053
O: 2.598 6.244 3.246
H: 3.111 6.956 3.067
H: 3.196 5.545 2.800
O: 4.581 4.500 2.279
H: 4.485 3.509 1.926
H: 5.336 4.946 1.871
O: 2.666 1.842 3.202
H: 1.629 1.725 3.203
H: 3.080 0.935 3.405
O: 3.742 1.787 1.423
H: 3.677 0.948 1.000
H: 3.329 1.833 2.389
O: 0.135 -1.557 2.395
H: 0.613 -1.579 1.561
H: 0.847 -1.809 3.030
O: 3.444 1.431 -2.055
H: 3.632 0.839 -1.319
H: 4.147 1.937 -2.351
O: -5.377 -4.810 -3.254
H: -5.404 -4.293 -2.491
H: -5.262 -4.210 -4.026
O: -0.036 3.945 4.795
H: 0.047 4.580 4.176
H: 0.866 4.058 5.290
O: 2.173 6.556 -0.186
H: 1.871 7.477 -0.122
H: 2.471 6.204 0.676
O: -0.141 1.735 3.337
H: -0.097 2.641 3.910
H: -1.005 1.374 3.362
O: 1.961 -3.468 -2.600
H: 2.274 -3.053 -1.797
H: 2.365 -4.349 -2.664
O: -2.130 -1.907 -5.036
H: -2.414 -1.043 -4.694
H: -2.893 -2.394 -5.358
O: 1.048 -3.557 -4.813
H: 1.674 -3.585 -4.124
H: 0.121 -3.801 -4.641

Calculated values
* LUMO energy: 1.48 eV
* relative energy (zero: lowest compared OMol25 entry of this formula, charge and spin): 0.0 kJ/mol
* net charge: -1
* HOMO: -6.38 eV

[4]
CH3NO4S | ωB97M-V/def2-TZVPD

Positions of all 10 atoms, in Å:
C: -0.344 -0.548 -0.229
N: 3.238 0.475 0.021
O: 2.245 -0.035 -0.827
O: 4.298 0.498 -0.409
O: 1.661 -1.793 0.984
O: 2.762 0.850 1.031
S: 1.295 -1.411 -0.360
H: -1.009 -1.212 0.429
H: -0.895 -0.615 -1.163
H: -0.268 0.327 0.436

Calculated values
* LUMO energy: 0.15 eV
* relative energy (zero: lowest compared OMol25 entry of this formula, charge and spin): 327.9 kJ/mol
* net charge: 0
* HOMO: -10.18 eV

[5]
C2H2O2S | ωB97M-V/def2-TZVPD

Positions of all 7 atoms, in Å:
O: 1.101 1.561 0.377
C: 1.834 0.675 0.345
S: 2.698 -0.571 0.151
C: -1.359 -0.398 -0.248
O: -0.880 -1.338 -0.791
H: -2.256 0.192 -0.587
H: -1.137 -0.121 0.752

Calculated values
* LUMO energy: 0.68 eV
* relative energy (zero: lowest compared OMol25 entry of this formula, charge and spin): 15.4 kJ/mol
* net charge: 0
* HOMO: -10.21 eV

[6]
C20H32N3O5PS | ωB97M-V/def2-TZVPD

Positions of all 62 atoms, in Å:
C: 0.519 0.124 3.760
O: -0.710 -0.468 4.144
C: -1.865 0.216 3.659
C: -2.535 -0.570 2.497
C: -2.581 0.212 1.160
C: -1.164 0.204 0.523
C: -1.125 0.426 -0.990
C: -1.754 1.476 -1.605
C: -2.558 2.550 -0.875
C: -1.645 3.386 0.065
C: -2.246 4.793 0.365
C: -1.080 5.820 0.539
C: -3.043 4.775 1.705
C: -1.673 1.620 -3.034
C: -0.953 0.746 -3.761
C: -0.256 -0.340 -3.181
N: 0.470 -1.139 -4.010
C: 1.071 -2.086 -3.328
P: 2.160 -3.230 -4.299
N: 3.458 -2.503 -4.827
C: 0.968 -2.307 -1.933
N: 0.260 -1.530 -1.150
C: -0.361 -0.495 -1.786
H: 1.016 0.611 4.616
H: 0.428 0.861 2.952
H: 1.192 -0.689 3.443
H: -2.583 0.236 4.495
H: -1.633 1.264 3.415
H: -1.973 -1.510 2.396
H: -3.555 -0.853 2.794
H: -3.362 -0.157 0.484
H: -2.833 1.251 1.421
H: -0.700 -0.747 0.806
H: -0.516 0.978 0.963
H: -3.422 2.123 -0.350
H: -2.977 3.233 -1.628
H: -0.713 3.552 -0.498
H: -1.400 2.848 0.987
H: -2.948 5.071 -0.431
H: -1.068 6.192 1.574
H: -1.230 6.698 -0.100
H: -0.105 5.346 0.375
H: -3.189 5.827 1.992
H: -2.450 4.293 2.494
H: -4.036 4.318 1.606
H: -2.192 2.440 -3.528
H: -0.896 0.883 -4.841
H: 1.404 -3.818 -5.345
H: 2.568 -4.230 -3.374
H: 3.474 -2.585 -5.841
H: 1.506 -3.154 -1.500
O: 4.776 -7.141 0.048
S: 4.085 -6.193 0.842
O: 3.106 -6.570 1.792
O: 3.460 -5.078 -0.138
C: 3.952 -3.783 0.221
C: 5.317 -4.035 0.824
O: 5.161 -5.246 1.572
H: 3.269 -3.349 0.955
H: 3.999 -3.139 -0.654
H: 5.644 -3.224 1.470
H: 6.068 -4.207 0.050

Calculated values
* LUMO energy: -0.78 eV
* net charge: 0
* HOMO: -8.64 eV

[7]
C32H56N6O4 | ωB97M-V/def2-TZVPD

Positions of all 98 atoms, in Å:
C: 7.999 -4.623 -0.317
O: 7.481 -3.378 -0.704
C: 6.269 -3.471 -1.458
C: 5.107 -2.866 -0.640
C: 4.925 -1.399 -1.023
C: 3.642 -0.685 -0.441
C: 3.130 -1.515 0.648
N: 2.484 -1.975 1.471
C: 4.099 0.680 0.156
C: 4.476 0.655 1.631
C: 5.717 -0.142 1.940
O: 6.798 0.160 1.514
O: 5.579 -1.252 2.702
C: 2.562 -0.503 -1.530
C: 2.815 0.717 -2.289
N: 3.017 1.667 -2.879
C: 1.116 -0.442 -1.016
C: 0.675 0.906 -0.420
C: -0.330 0.717 0.731
C: -1.770 0.594 0.257
N: -2.211 -0.787 0.079
C: -3.147 -1.144 -0.864
C: -3.328 -2.504 -0.801
C: -2.487 -3.003 0.224
C: -1.819 -1.915 0.749
O: 2.641 -1.549 -2.563
C: 2.201 -2.708 -2.194
N: 1.754 -3.721 -1.894
H: 8.251 -5.253 -1.172
H: 7.331 -5.161 0.359
H: 8.921 -4.438 0.226
H: 6.072 -4.525 -1.635
H: 6.415 -2.948 -2.400
H: 4.230 -3.475 -0.846
H: 5.423 -2.968 0.391
H: 4.939 -1.315 -2.106
H: 5.814 -0.878 -0.685
H: 3.341 1.449 0.045
H: 4.962 1.042 -0.392
H: 3.643 0.408 2.283
H: 4.734 1.681 1.890
H: 4.792 -1.179 3.259
H: 0.482 -0.635 -1.879
H: 0.895 -1.230 -0.304
H: 0.197 1.511 -1.185
H: 1.489 1.509 -0.031
H: -0.004 -0.151 1.295
H: -0.257 1.567 1.405
H: -1.869 1.066 -0.718
H: -2.458 1.121 0.915
H: -3.635 -0.446 -1.518
H: -3.978 -3.095 -1.420
H: -2.361 -4.012 0.564
H: -1.106 -1.889 1.550
C: -8.947 1.056 -2.747
C: -7.831 0.750 -3.734
N: -7.104 -0.466 -3.420
C: -5.880 -0.618 -4.184
C: -5.988 -0.794 -5.704
C: -7.914 -1.663 -3.274
C: -8.782 -2.097 -4.464
H: -8.563 1.099 -1.727
H: -9.390 2.025 -2.984
H: -9.746 0.316 -2.787
H: -7.118 1.579 -3.707
H: -8.253 0.737 -4.752
H: -5.316 -1.460 -3.773
H: -5.259 0.264 -3.989
H: -6.326 -1.792 -5.978
H: -5.004 -0.656 -6.158
H: -6.658 -0.063 -6.157
H: -8.567 -1.525 -2.410
H: -7.255 -2.487 -2.992
H: -9.306 -1.256 -4.920
H: -9.539 -2.806 -4.125
H: -8.199 -2.597 -5.236
C: 1.764 3.812 2.101
C: 0.862 3.774 3.324
N: 1.264 2.798 4.318
C: 0.253 2.572 5.338
C: -0.109 3.734 6.271
C: 2.631 2.912 4.798
C: 3.063 4.238 5.439
H: 1.840 2.825 1.637
H: 1.352 4.501 1.362
H: 2.770 4.160 2.341
H: -0.146 3.511 2.988
H: 0.794 4.790 3.742
H: 0.561 1.715 5.943
H: -0.659 2.249 4.827
H: 0.660 3.912 7.021
H: -1.028 3.494 6.810
H: -0.286 4.661 5.727
H: 3.308 2.706 3.962
H: 2.818 2.099 5.504
H: 2.714 5.102 4.873
H: 4.153 4.290 5.475
H: 2.706 4.332 6.463

Calculated values
* LUMO energy: 0.43 eV
* net charge: 0
* HOMO: -8.16 eV

[8]
C4H14NO | ωB97M-V/def2-TZVPD

Positions of all 20 atoms, in Å:
C: 0.636 0.671 -0.016
C: -0.722 -0.022 0.210
C: -0.800 -0.181 1.788
C: -1.814 0.953 -0.346
N: 1.759 -0.377 0.301
H: 0.747 0.940 -1.056
H: 0.786 1.573 0.710
H: -0.639 -1.064 -0.194
H: -1.674 -0.684 2.234
H: 0.051 -0.790 2.140
H: -0.729 0.853 2.235
H: -2.003 1.801 0.272
H: -2.691 0.308 -0.096
H: -1.745 0.994 -1.448
H: 2.472 0.233 0.749
H: 1.566 -0.974 1.099
H: 1.928 -0.865 -0.596
H: 0.922 -1.772 -2.270
H: 0.811 -0.764 -3.311
O: 1.138 -0.832 -2.403

Calculated values
* LUMO energy: -3.33 eV
* relative energy (zero: lowest compared OMol25 entry of this formula, charge and spin): 138.9 kJ/mol
* net charge: +1
* HOMO: -15.34 eV

[9]
C21H8ClF8N4O3Ti | ωB97M-V/def2-TZVPD

Positions of all 46 atoms, in Å:
Ti: -0.236 -0.730 0.806
Cl: -1.441 4.737 5.534
C: -1.168 3.658 4.207
C: -1.457 4.084 2.899
C: -1.254 3.253 1.828
C: -0.761 1.946 2.008
O: -0.594 1.168 0.971
C: -0.457 1.535 3.330
C: 0.139 0.267 3.574
O: 0.406 -0.586 2.714
C: -0.668 2.407 4.417
H: -1.844 5.082 2.745
H: -1.474 3.577 0.820
H: 0.415 0.029 4.609
H: -0.427 2.074 5.420
N: -2.322 -3.545 -2.602
C: -2.426 -3.600 -1.452
N: -2.537 -3.672 -0.127
C: -2.228 -2.668 0.566
N: -1.994 -1.717 1.235
F: 6.310 -2.314 0.033
C: 4.978 -2.295 0.091
C: 4.302 -1.090 0.148
F: 4.969 0.063 0.151
C: 2.926 -1.112 0.204
F: 2.207 0.043 0.271
C: 2.169 -2.277 0.205
O: 0.850 -2.205 0.255
C: 2.881 -3.476 0.155
F: 2.218 -4.630 0.163
C: 4.262 -3.483 0.097
F: 4.920 -4.639 0.046
F: -1.365 1.326 -5.930
C: -1.967 1.784 -4.826
F: -1.575 3.058 -4.655
F: -3.286 1.796 -5.050
C: -1.610 0.954 -3.618
C: -2.555 0.671 -2.647
C: -2.144 -0.073 -1.559
N: -0.888 -0.471 -1.364
C: 0.010 -0.199 -2.313
C: -0.310 0.497 -3.463
H: -3.581 0.990 -2.746
H: -2.850 -0.351 -0.787
H: 1.018 -0.556 -2.144
H: 0.437 0.688 -4.219

Calculated values
* LUMO energy (spin up / spin down): -1.22 / -1.38 eV
* ⟨S²⟩: 0.753
* relative energy (zero: lowest compared OMol25 entry of this formula, charge and spin): 4.5 kJ/mol
* net charge: 0
* spin multiplicity: 2
* HOMO (spin up / spin down): -8.71 / -9.18 eV

[10]
C4H10N4 | ωB97M-V/def2-TZVPD

Positions of all 18 atoms, in Å:
C: 2.084 -0.743 0.683
C: 1.806 0.292 -0.384
C: 0.272 0.567 -0.331
C: -0.368 -0.642 -0.834
N: -1.441 -1.251 -0.463
N: -2.214 -0.963 0.606
N: -0.167 1.650 0.129
N: -1.502 1.639 0.082
H: 3.179 -1.068 0.624
H: 1.261 -1.543 0.658
H: 2.160 -0.105 1.791
H: 1.973 -0.029 -1.503
H: 2.265 1.376 -0.240
H: 0.065 -1.381 -1.544
H: -2.640 0.194 0.542
H: -2.884 -1.780 0.589
H: -2.055 2.424 0.566
H: -1.791 1.362 -0.969

Calculated values
* LUMO energy: 0.68 eV
* relative energy (zero: lowest compared OMol25 entry of this formula, charge and spin): 515.8 kJ/mol
* net charge: 0
* HOMO: -8.46 eV

[11]
C8H30O7 | ωB97M-V/def2-TZVPD

Positions of all 45 atoms, in Å:
C: -2.306 -3.182 -1.790
C: -2.223 -4.590 -2.324
O: -3.560 -5.112 -2.396
H: -2.677 -2.477 -2.536
H: -1.321 -2.769 -1.538
H: -2.906 -3.091 -0.884
H: -1.604 -5.266 -1.730
H: -1.760 -4.507 -3.317
H: -3.479 -5.950 -2.871
C: 4.497 0.952 1.570
O: 3.308 0.351 2.064
H: 4.479 2.043 1.674
H: 5.301 0.637 2.237
H: 4.687 0.643 0.542
H: 2.586 0.656 1.486
C: 1.636 1.930 -3.469
O: 2.123 1.990 -4.795
H: 0.807 2.609 -3.315
H: 1.313 0.918 -3.194
H: 2.474 2.133 -2.790
H: 2.660 1.235 -5.027
C: -1.351 -2.311 2.247
O: -1.300 -3.685 2.657
H: -1.520 -2.138 1.190
H: -2.149 -1.827 2.824
H: -0.409 -1.847 2.557
H: -1.099 -3.657 3.595
C: 2.075 3.788 0.344
O: 1.106 3.653 -0.706
H: 3.072 3.480 0.030
H: 2.073 4.848 0.618
H: 1.816 3.281 1.271
H: 1.282 4.340 -1.352
C: -3.162 1.851 2.613
O: -4.551 1.686 2.509
H: -2.768 2.745 2.137
H: -2.772 1.750 3.629
H: -2.603 1.059 2.083
H: -4.789 0.913 3.026
C: 0.272 0.243 0.345
O: 1.518 0.742 -0.137
H: -0.272 1.023 0.892
H: -0.419 -0.123 -0.421
H: 0.560 -0.563 1.018
H: 1.354 1.594 -0.564

Calculated values
* LUMO energy: 0.43 eV
* relative energy (zero: lowest compared OMol25 entry of this formula, charge and spin): 310.9 kJ/mol
* net charge: 0
* HOMO: -10.03 eV

Calculated largest force on an atom in order - 0.07184, 0.07288, 0.18973, 0.07751, 0.04146, 0.03654, 0.03872, 0.08414, 0.01314, 0.10905, 0.03715 hartree/bohr